(1)
8
Properties=species:S:1:pos:R:3:forces:R:3 method="wB97M-V/def2-TZVPD" total_energy_ev=-19425.280 charge=-1 gap_ev="6.683 / 6.758" e_above_lowest_ev=6.0230
N -0.849 -0.934 0.282 -0.225 -3.237 -3.660
N 0.191 -0.153 -0.298 -0.768 -2.285 0.148
N 0.116 1.076 -0.288 3.587 1.989 0.089
O 0.944 -0.879 -1.003 0.747 0.579 0.003
O 2.102 1.790 -0.211 -2.501 -0.942 -0.325
S -1.014 2.085 0.314 -0.622 -0.018 0.457
H -0.581 -1.950 -0.034 -0.542 2.775 0.369
H -0.909 -1.035 1.237 0.325 1.140 2.919

=====

(2)
23
Properties=species:S:1:pos:R:3:forces:R:3 method="wB97M-V/def2-TZVPD" total_energy_ev=-40936.650 charge=-2 gap_ev=3.711 e_above_lowest_ev=0.2729
C -0.679 0.847 -1.711 0.678 0.629 -0.339
C 0.705 0.618 -1.934 -0.303 0.506 -0.138
C 1.441 1.563 -1.165 -0.304 0.345 -0.330
C 0.503 2.394 -0.481 0.112 0.248 -0.453
C -0.807 1.950 -0.824 0.400 -0.042 -0.366
Ca 0.388 0.172 0.783 -0.464 -0.874 -0.610
N -1.022 -1.449 0.283 -0.685 -0.623 -0.090
C -0.240 -2.672 -0.003 0.341 0.661 1.103
C 1.052 -2.351 -0.649 0.609 0.244 0.436
H 2.532 1.643 -1.127 -0.412 -0.014 0.039
H 1.128 -0.144 -2.593 -0.206 0.237 0.529
H 0.745 3.217 0.190 -0.078 -0.220 -0.126
H -1.745 2.398 -0.504 0.202 -0.142 0.118
H -1.494 0.285 -2.164 0.284 0.065 0.347
H 1.068 -2.360 -1.728 0.480 0.252 -0.229
H -0.815 -3.410 -0.594 -0.187 -0.046 0.139
H -1.991 -1.727 0.360 -0.457 0.093 0.162
H 1.955 -2.393 -0.040 0.213 -0.484 -0.416
H 0.058 -3.119 0.978 -0.379 -0.603 -0.155
Cl 0.069 -0.143 3.485 0.834 -2.060 1.195
C -0.687 1.334 3.135 -0.317 2.427 -1.173
H -0.712 2.069 3.952 -0.218 -0.541 -0.483
H -1.454 1.277 2.352 -0.142 -0.055 0.840

=====

(3)
86
Properties=species:S:1:pos:R:3:forces:R:3 method="wB97M-V/def2-TZVPD" total_energy_ev=-152792.978 charge=-1 gap_ev=6.578 e_above_lowest_ev=0.1367
Y -0.528 0.885 0.110 1.291 -0.339 0.242
Cl -2.149 0.997 4.867 0.010 0.007 -0.015
C -2.327 -0.488 3.978 -0.055 -0.052 0.082
C -3.100 -1.517 4.542 0.028 0.046 -0.012
C -3.279 -2.692 3.878 0.011 -0.033 -0.061
Cl -4.259 -3.944 4.597 0.000 0.000 0.011
C -2.688 -2.905 2.604 -0.048 -0.021 0.082
C -2.852 -4.071 1.826 0.005 0.012 -0.004
C -2.261 -4.141 0.598 0.024 0.040 -0.002
C -1.481 -3.056 0.153 -0.037 -0.073 -0.029
N -1.287 -1.972 0.856 -0.001 0.071 -0.053
C -1.899 -1.872 2.062 0.033 0.038 -0.029
C -1.715 -0.612 2.744 0.164 -0.083 -0.163
O -0.997 0.302 2.188 -0.123 0.362 -0.138
H -3.560 -1.360 5.508 -0.004 -0.010 0.001
H -3.460 -4.882 2.204 0.001 -0.005 -0.004
H -2.389 -5.004 -0.040 -0.003 -0.001 0.001
H -1.019 -3.092 -0.828 0.005 0.022 0.003
O 3.702 -7.092 -0.392 -0.171 -0.042 0.107
C 3.658 -5.991 0.402 0.618 0.214 -0.356
O 4.259 -5.984 1.438 -0.233 -0.085 0.125
C 2.943 -4.801 -0.153 -0.164 -0.106 0.132
C 2.522 -3.818 0.739 -0.071 0.056 -0.038
C 1.829 -2.709 0.292 0.075 -0.086 0.018
C 1.599 -2.540 -1.071 -0.130 0.145 0.015
C 2.013 -3.521 -1.970 0.046 -0.047 0.046
C 2.681 -4.645 -1.510 -0.013 0.013 -0.026
N 0.861 -1.412 -1.522 0.207 -0.090 -0.078
C 1.237 -0.877 -2.609 -0.104 0.038 0.056
C 0.406 0.131 -3.290 0.028 -0.038 0.013
C 0.612 0.376 -4.635 -0.015 0.016 0.011
C -0.283 1.204 -5.304 0.017 -0.013 0.003
C -1.344 1.728 -4.602 -0.024 0.025 0.033
C -1.458 1.441 -3.243 -0.014 0.017 0.008
N -0.591 0.685 -2.590 -0.041 -0.031 0.025
H 3.102 -6.977 -1.137 -0.016 -0.033 0.015
H 2.732 -3.941 1.793 0.004 -0.016 0.003
H 1.472 -1.962 0.982 -0.019 0.007 -0.024
H 1.784 -3.427 -3.023 -0.004 0.012 -0.007
H 3.015 -5.377 -2.238 -0.010 0.008 0.004
H 2.145 -1.195 -3.130 0.005 -0.008 -0.014
H 1.443 -0.093 -5.146 -0.004 0.005 -0.014
H -0.155 1.419 -6.357 0.013 -0.009 -0.002
H -2.077 2.372 -5.067 0.003 -0.003 -0.006
H -2.277 1.845 -2.666 0.016 -0.011 -0.023
Cl 7.331 1.203 0.025 0.008 -0.002 0.006
C 5.615 0.970 0.229 -0.018 0.057 -0.077
C 5.155 0.170 1.281 -0.030 -0.042 0.048
C 3.813 -0.038 1.457 0.053 -0.020 0.036
Cl 3.269 -0.949 2.829 -0.003 0.017 -0.005
C 2.828 0.506 0.570 -0.048 0.069 -0.054
O 1.597 0.238 0.696 -0.197 -0.024 0.070
C 3.344 1.374 -0.438 -0.025 0.070 -0.023
C 2.455 2.154 -1.263 0.032 0.009 0.001
O 1.232 2.159 -1.236 -0.096 -0.107 0.105
C 4.723 1.586 -0.603 0.026 -0.068 0.064
H 5.858 -0.279 1.970 0.010 0.008 -0.008
H 2.959 2.833 -1.975 0.000 -0.003 -0.005
H 5.069 2.249 -1.387 0.004 0.001 0.000
F 0.934 5.096 -1.731 -0.006 -0.015 -0.002
C -0.003 5.350 -0.814 0.057 -0.069 0.082
F 0.515 5.127 0.386 0.028 -0.008 -0.043
F -0.334 6.639 -0.903 -0.003 -0.008 -0.041
S -1.514 4.316 -1.157 -0.036 -0.091 0.050
O -1.274 3.017 -0.531 -0.036 0.163 -0.132
O -1.583 4.342 -2.585 -0.085 0.001 0.021
N -2.709 5.069 -0.519 -0.039 0.021 0.155
S -3.047 4.999 1.043 -0.071 0.014 -0.282
O -4.132 5.896 1.283 0.058 -0.009 0.091
O -1.882 5.020 1.879 -0.020 0.069 0.127
C -3.778 3.297 1.294 -0.022 0.025 -0.068
F -4.745 3.375 2.208 0.032 -0.017 0.030
F -2.854 2.443 1.736 -0.074 -0.013 -0.026
F -4.299 2.828 0.163 -0.004 0.000 0.058
B -4.214 -1.257 -2.312 0.093 0.099 0.087
C -3.292 -0.458 -1.309 -0.069 -0.114 -0.002
N -2.561 0.102 -0.608 -0.713 0.052 -0.157
H -3.603 -1.285 -3.365 0.002 0.006 -0.013
H -4.361 -2.369 -1.851 -0.008 -0.017 -0.003
H -5.258 -0.653 -2.410 -0.031 -0.020 -0.025
C 0.761 3.409 4.150 -0.066 0.001 -0.015
C 0.574 2.964 2.782 0.025 0.049 -0.033
N 0.426 2.595 1.711 -0.017 -0.014 0.027
H 0.392 2.631 4.817 0.005 0.005 0.008
H 0.196 4.326 4.311 -0.010 0.002 -0.011
H 1.819 3.586 4.335 -0.006 0.005 0.022

=====

(4)
87
Properties=species:S:1:pos:R:3:forces:R:3 method="wB97M-V/def2-TZVPD" total_energy_ev=-286621.044 charge=-1 gap_ev="8.645 / 8.172" spin_multiplicity=3 e_above_lowest_ev=0.0000
Pt 0.260 0.561 -0.511 -1.366 0.258 -0.298
As 1.490 0.120 -4.226 0.025 2.839 -2.688
F 1.811 -0.275 -5.934 -0.516 0.179 1.194
F 3.271 0.187 -3.991 -1.917 -0.288 0.227
F 1.192 0.609 -2.552 0.541 -0.961 -0.770
F -0.311 0.168 -4.504 2.117 -0.782 0.413
F 1.443 -1.645 -3.874 -0.063 1.710 -0.051
F 1.460 1.973 -4.628 0.632 -3.857 0.204
As 2.712 3.452 -0.955 0.661 2.773 -2.581
F 3.679 4.943 -1.336 -0.927 -1.376 0.296
F 1.295 4.491 -0.621 1.098 -1.238 0.333
F 1.774 1.966 -0.451 1.794 2.066 0.070
F 4.089 2.468 -1.454 -0.821 0.176 1.129
F 3.310 3.666 0.708 -0.713 -0.819 -0.957
F 2.167 3.338 -2.651 0.435 0.073 2.438
As -1.806 3.165 -2.767 2.190 0.247 -3.959
F -1.184 4.717 -2.174 -0.843 -1.197 0.120
F -3.005 3.213 -1.548 -0.338 -0.098 0.069
F -2.441 1.545 -3.347 0.785 2.099 0.840
F -0.397 3.279 -3.918 -2.506 -0.747 1.755
F -0.717 2.169 -1.617 -0.902 1.149 -0.724
F -2.781 3.969 -4.088 0.554 -0.853 1.999
C -1.303 -5.157 -4.396 0.082 0.438 0.270
C -1.204 -3.731 -3.862 -1.272 -0.598 -1.134
C -2.499 -3.118 -3.254 1.830 -1.797 -0.469
O -1.866 -2.187 -2.409 -2.168 1.921 0.257
C -0.618 -2.464 -2.164 2.226 0.316 1.184
O 0.084 -1.811 -1.413 -0.962 -1.586 -1.154
O -0.248 -3.602 -2.818 -0.208 0.523 0.498
H -0.292 -5.487 -4.636 -0.116 -0.249 0.049
H -1.903 -5.200 -5.305 0.079 0.272 -0.099
H -1.798 -5.829 -3.696 0.285 -0.057 0.242
H -0.907 -3.060 -4.667 0.259 0.055 -0.088
H -3.015 -3.851 -2.634 -0.217 -0.049 0.084
H -3.163 -2.757 -4.039 0.202 0.732 0.413
C 0.569 5.872 2.725 0.151 1.193 -0.564
C -0.165 4.613 3.222 1.074 3.080 1.031
C -1.685 4.538 2.981 1.400 0.383 0.258
O -1.693 3.612 1.941 -1.698 -1.073 -0.934
C -0.589 2.914 1.856 2.351 -1.430 -1.024
O -0.437 1.963 1.103 -0.508 2.013 2.502
O 0.391 3.434 2.708 -1.932 -1.337 -1.270
H 0.187 6.404 1.853 -0.662 -0.403 -0.135
H 1.623 5.835 2.450 0.101 -1.148 0.219
H 0.582 6.607 3.529 -0.340 0.081 0.173
H 0.002 4.735 4.292 0.066 -1.060 0.202
H -2.200 5.430 2.623 0.362 0.100 0.176
H -2.136 4.172 3.903 -0.475 -0.326 -0.242
C -5.659 0.975 2.334 0.627 0.546 1.550
C -4.407 0.037 2.404 -2.227 3.933 1.304
C -4.581 -1.226 1.786 -2.091 -3.657 2.370
O -3.401 -1.467 1.156 2.080 -1.090 -2.945
C -2.835 -0.242 0.819 2.537 -0.905 -2.658
O -1.951 -0.008 -0.022 -3.939 -1.589 3.044
O -3.433 0.580 1.608 1.783 4.458 -0.750
H -5.386 2.003 2.574 0.798 0.264 -0.931
H -6.268 0.939 3.238 -0.546 -1.287 -0.086
H -6.261 0.959 1.425 0.282 -0.271 0.061
H -4.006 0.023 3.418 -0.136 -0.144 0.176
H -5.550 -1.339 1.299 0.457 0.035 -1.160
H -4.636 -1.921 2.624 -0.217 -0.672 -0.144
C -0.225 -5.179 1.911 -0.772 0.339 -0.004
C -0.973 -3.840 2.276 0.611 -3.078 -0.917
C -0.656 -3.153 3.598 -0.785 -0.684 0.119
O 0.320 -2.199 3.228 -0.015 0.575 -0.445
C 0.066 -1.937 1.932 1.378 4.079 -3.160
O 0.373 -0.912 1.299 -0.165 -2.947 3.457
O -0.591 -2.894 1.325 -0.039 0.399 -0.205
H -0.631 -5.523 0.959 -0.114 0.159 -0.114
H -0.464 -5.982 2.608 0.175 0.129 0.282
H 0.847 -5.113 1.725 0.027 0.367 0.490
H -2.013 -4.033 2.013 -0.268 0.092 0.938
H -0.267 -3.782 4.399 -0.062 -0.009 -0.217
H -1.571 -2.646 3.906 0.088 0.215 0.433
C 6.828 -1.503 0.068 -1.056 -0.989 0.749
C 5.615 -1.453 1.026 1.207 -0.384 0.920
C 5.399 -0.193 1.807 1.793 1.762 -0.861
O 4.091 0.267 1.542 -0.860 -1.609 -0.372
C 3.570 -0.566 0.580 -2.320 2.074 -2.497
O 2.526 -0.307 -0.049 4.473 -2.270 2.713
O 4.462 -1.560 0.270 -2.494 0.198 -0.483
H 7.741 -1.782 0.593 0.129 0.604 0.064
H 6.876 -0.613 -0.559 0.196 -0.047 0.159
H 6.613 -2.379 -0.544 0.079 0.133 -0.399
H 5.660 -2.195 1.824 0.032 -1.064 -0.629
H 6.077 0.484 1.288 0.044 0.845 0.656
H 5.674 -0.272 2.859 -0.524 0.144 -0.012